(1)
Below is a molecular structure, C26H25Cl5N5O7RuS in a non-equilibrium geometry, with properties calculated with wB97M-V/def2-TZVPD.

XYZ file:
```
70
Properties=species:S:1:pos:R:3:forces:R:3
Ru 1.91520 -1.43559 -0.67260 0.377 -0.063 -0.117
C 5.02510 -4.38829 -0.00550 -0.093 0.244 -0.191
C 3.95840 -3.37009 0.28700 0.345 -0.349 0.337
O 3.55820 -2.65479 -0.66500 -0.232 0.299 -0.303
C 3.50980 -3.27349 1.62120 -0.599 0.390 0.139
C 2.64510 -2.30509 2.13110 0.519 -0.686 0.517
C 2.51930 -2.13979 3.61220 -0.125 -0.005 0.054
N 2.01450 -1.43029 1.34260 -0.401 0.982 -1.195
N 1.42150 -0.39009 1.91770 -0.008 -0.666 1.450
C 1.49090 0.74541 1.20870 0.471 0.127 -0.851
O 2.12380 0.82441 0.12940 0.066 -0.204 0.000
C 0.82330 1.92441 1.77850 -0.232 0.289 0.030
C 0.89240 3.13161 1.07950 -0.018 -0.230 0.007
C 0.26990 4.25831 1.58300 -0.037 -0.026 0.065
C -0.43340 4.18361 2.77800 -0.005 -0.043 -0.024
C -0.50830 2.98151 3.47170 -0.077 0.102 0.072
C 0.12110 1.85221 2.98200 0.115 -0.007 -0.176
H 5.36640 -4.29309 -1.03290 0.022 0.018 0.017
H 4.62200 -5.38749 0.14650 -0.053 -0.110 0.046
H 5.86120 -4.26159 0.68040 0.034 -0.012 0.005
H 3.97230 -3.94359 2.32940 -0.008 0.005 0.061
H 2.87390 -3.01779 4.14020 0.070 -0.109 -0.042
H 1.49010 -1.93159 3.89430 -0.022 0.014 0.002
H 3.11470 -1.28329 3.92830 -0.001 0.070 0.015
H 1.43650 3.15911 0.14610 0.059 0.040 -0.018
H 0.33370 5.19331 1.05080 -0.011 0.128 -0.076
H -0.92090 5.06441 3.16870 -0.038 0.063 0.043
H -1.04150 2.93451 4.40980 -0.050 0.002 0.072
H 0.10150 0.91821 3.52300 -0.047 -0.039 0.057
Cl 1.88940 -6.20879 -6.20630 0.023 0.098 0.150
C 1.96990 -4.86679 -5.16640 -0.022 -0.012 -0.027
C 1.46940 -4.95529 -3.85290 -0.069 0.108 0.235
Cl 0.79960 -6.42679 -3.29850 -0.019 0.006 0.039
C 1.51030 -3.84849 -3.02980 -0.123 -0.294 0.032
Cl 0.83450 -3.90759 -1.45080 -0.207 -0.343 -0.001
C 2.05960 -2.60019 -3.44870 -0.031 -0.449 -0.349
O 2.08080 -1.58249 -2.69930 0.004 0.394 0.152
C 2.55660 -2.54379 -4.79250 0.074 0.054 -0.199
Cl 3.18140 -1.05779 -5.34150 -0.033 -0.086 0.111
C 2.51050 -3.65609 -5.62170 0.151 0.402 -0.072
Cl 3.11100 -3.54549 -7.22030 -0.020 -0.005 0.057
C -5.97010 3.22791 2.76630 -0.144 0.102 -0.019
C -4.74930 2.62241 2.10710 0.123 0.537 -0.691
S -4.47950 3.52651 0.53860 1.134 -0.688 0.247
O -4.34910 4.92101 0.82450 0.136 0.334 0.292
O -5.45170 3.08481 -0.41490 -0.366 -0.333 -0.301
C -2.82740 2.94461 -0.05720 -0.980 0.242 0.457
C -2.97950 1.60761 -0.75480 -0.670 0.280 -0.036
N -1.69610 1.01921 -1.09120 0.377 -0.162 -0.181
C -1.12490 -0.03609 -0.48030 0.096 -0.171 0.132
N 0.04250 -0.33779 -1.04410 0.296 -0.163 -0.030
C 0.24960 0.55641 -2.03840 -0.565 0.843 -0.574
C -0.82330 1.41091 -2.08740 0.867 -0.945 0.285
N -0.98470 2.51181 -2.97720 0.122 -0.155 0.108
O -1.98030 3.19121 -2.86610 -0.426 0.279 -0.120
O -0.09010 2.67901 -3.76900 0.253 0.118 -0.341
C -1.68900 -0.77989 0.66820 -0.132 -0.087 0.034
H -6.16860 2.74961 3.72410 0.005 -0.020 -0.028
H -6.83490 3.10411 2.11900 -0.140 -0.004 0.058
H -5.81190 4.29251 2.92560 -0.048 0.015 0.081
H -4.89450 1.57401 1.85860 0.079 -0.096 -0.055
H -3.85550 2.76681 2.70610 0.203 -0.046 0.047
H -2.17170 2.89761 0.80690 0.162 0.040 0.153
H -2.49140 3.71301 -0.75080 -0.038 0.059 0.154
H -3.56390 1.76211 -1.66610 0.114 -0.222 0.190
H -3.51150 0.90231 -0.11660 0.062 -0.075 -0.109
H 1.13910 0.55101 -2.64730 -0.162 0.142 0.000
H -2.58800 -1.32869 0.38280 -0.017 0.005 0.009
H -1.93620 -0.10809 1.48890 0.009 0.007 0.077
H -0.93770 -1.49179 1.00960 -0.096 0.062 0.038
```
Forces are in eV/Å.

Values from the calculation:
- HOMO (spin up / spin down): -11.0635 / -11.2567 eV
- Total charge: +1
- 2S+1: 5
- Orbital gap (spin up / spin down): 8.08 / 4.98 eV
- Energy relative to the best compared isomer or geometry (same formula, charge and spin): 11.47 kcal/mol
- Expectation value of S²: 6.06
- E_tot: -4599.89918 hartree

=====

(2)
Below is a single H4O2P2 molecule in a non-equilibrium geometry, with properties calculated with wB97M-V/def2-TZVPD.

XYZ file:
```
8
Properties=species:S:1:pos:R:3:forces:R:3
O 1.07532 1.13272 0.65760 -2.938 -3.087 -1.162
O 0.72021 -1.50507 0.35771 1.637 0.323 -0.586
P -1.65894 -0.09818 0.09034 -0.589 -0.668 2.863
P 0.33265 -0.18580 -0.57150 3.297 1.826 2.150
H 1.74756 1.57195 0.18467 1.247 0.860 -1.068
H 1.71965 -1.59798 0.32066 -1.691 -0.092 0.075
H -2.15204 -0.58634 -1.06732 -0.735 0.058 -1.546
H -1.78442 1.26870 0.02784 -0.229 0.780 -0.727
```
Forces are in eV/Å.

Values from the calculation:
- HOMO: -8.9598 eV
- Total charge: 0
- Orbital gap: 9.60 eV
- Energy relative to the best compared isomer or geometry (same formula, charge and spin): 26.36 kcal/mol
- E_tot: -835.56180 hartree

=====

(3)
Below is a single C15H16BrFN4O3S molecule in a non-equilibrium geometry, with properties calculated with wB97M-V/def2-TZVPD.

XYZ file:
```
41
Properties=species:S:1:pos:R:3:forces:R:3
N -0.03648 2.70872 0.37509 -0.129 0.259 0.273
C 0.27397 2.09713 -0.77782 0.055 -0.067 -0.082
N 1.49715 2.31743 -1.27272 -0.088 0.362 0.351
C 1.85837 1.75698 -2.40470 -0.170 -0.205 -0.248
C 1.01574 0.92340 -3.12829 -0.266 -0.158 -0.098
C -0.26908 0.69208 -2.65480 0.508 0.046 -0.271
C -0.64303 1.27706 -1.46655 -0.582 -0.240 0.324
S -2.30641 1.05866 -0.87190 -0.060 -0.330 -0.517
O -3.19346 1.98000 -1.50561 -0.152 -0.004 -0.171
O -2.25841 1.09286 0.57883 0.003 -0.066 -0.179
N -2.69596 -0.45701 -1.43875 0.245 0.974 0.088
H -3.68525 -0.54761 -1.61145 -0.218 0.269 -0.103
C -2.08254 -1.57933 -0.76350 0.214 -0.296 0.253
H -1.04095 -1.28274 -0.60323 0.023 -0.243 -0.023
C -2.73479 -1.96390 0.58052 0.200 -0.183 0.045
C -1.62120 -2.21385 1.59285 -0.606 0.255 -0.085
O -1.21403 -3.31917 1.87914 0.212 -0.478 -0.047
N -1.11226 -1.06698 2.08792 0.028 0.358 0.285
H -1.47809 -0.18926 1.73562 0.047 -0.234 0.015
C 0.14740 -1.02489 2.80110 0.060 -0.181 -0.021
C 1.25393 -0.58432 1.87525 -0.022 0.056 0.130
C 1.56638 -1.37121 0.77102 0.024 0.119 0.083
C 2.54887 -0.98321 -0.12016 0.172 0.138 -0.096
C 3.22392 0.20164 0.11268 -0.125 -0.079 0.266
C 2.93350 1.00604 1.19802 0.223 -0.092 -0.198
C 1.93812 0.60704 2.07325 0.022 -0.243 -0.013
H 1.70137 1.22326 2.92824 -0.036 0.078 0.105
H 3.48088 1.92341 1.34238 0.062 0.118 -0.021
F 4.19070 0.58162 -0.74620 -0.024 0.023 -0.014
H 2.80432 -1.58822 -0.97596 0.051 -0.046 -0.108
H 1.04377 -2.30458 0.62271 -0.069 -0.141 -0.026
H 0.33682 -2.04047 3.16179 -0.034 0.193 0.066
H 0.06138 -0.34682 3.65359 0.051 -0.090 -0.018
H -3.33759 -2.86501 0.47598 0.043 0.036 0.076
H -3.36409 -1.14490 0.92811 -0.018 -0.039 -0.006
H -2.08644 -2.43175 -1.44697 0.091 0.119 0.044
H -0.96992 0.07029 -3.18948 0.008 -0.075 -0.090
Br 1.60177 0.11654 -4.73537 0.004 0.048 0.064
H 2.86224 1.97429 -2.74234 0.065 -0.062 -0.113
H 0.68869 3.22412 0.84127 -0.021 -0.023 -0.028
H -0.89930 2.47267 0.84046 0.210 0.125 0.107
```
Forces are in eV/Å.

Values from the calculation:
- HOMO: -8.7452 eV
- Total charge: 0
- Orbital gap: 8.86 eV
- E_tot: -4098.04970 hartree

=====

(4)
Below is 4 unconnected molecules or ions with the total composition C12H34N2O6 in a non-equilibrium geometry, with properties calculated with wB97M-V/def2-TZVPD.

XYZ file:
```
54
Properties=species:S:1:pos:R:3:forces:R:3
C 1.23388 -4.10791 1.51220 0.635 0.809 0.332
O 1.25045 -2.74130 1.92086 -0.793 0.246 -1.226
C 2.13136 -2.44423 2.97128 -0.064 0.045 0.017
C 2.10612 -0.95821 3.26672 0.163 0.436 0.636
N 0.79527 -0.47753 3.66877 -1.164 -0.115 -0.134
C 0.58770 0.97170 3.57351 -0.585 -0.076 0.625
C -0.87462 1.45259 3.76613 1.227 -1.210 -0.823
O -1.56724 1.06954 2.58223 -0.423 0.417 0.147
C -2.98187 1.32752 2.62949 0.988 -1.571 0.109
H 2.26156 -4.42364 1.40061 0.451 -0.301 -0.262
H 0.74376 -4.15602 0.54232 -0.231 -0.119 0.234
H 0.80188 -4.74689 2.27940 -0.444 -0.058 -0.033
H 3.15513 -2.68643 2.66002 -0.003 -0.303 0.327
H 1.75710 -3.05371 3.78638 0.561 -0.026 0.787
H 2.51479 -0.44205 2.38554 -0.140 0.101 -0.052
H 2.79148 -0.73576 4.11828 -0.141 -0.324 -0.619
H 0.05255 -0.97857 3.17476 0.429 0.252 0.127
H 0.91488 1.38035 2.63393 0.325 0.203 -0.744
H 1.16712 1.45178 4.35308 0.303 0.119 0.248
H -0.85353 2.54526 3.80430 -0.188 -0.050 0.500
H -1.28968 0.93981 4.64554 -0.179 0.462 -0.004
H -3.30861 1.24435 1.60489 -0.291 0.494 -0.263
H -3.23879 2.25017 3.13733 0.035 0.297 -0.168
H -3.41615 0.47018 3.14740 -0.391 0.188 0.309
C -1.67799 2.75222 -0.84162 -0.341 -1.209 0.300
O -2.17769 2.08840 -1.99746 -0.109 1.299 -0.423
C -2.52460 0.74809 -1.84438 -1.014 -0.327 0.249
C -2.51464 0.15166 -3.24918 0.092 -0.247 -0.009
N -1.19788 0.21754 -3.82188 0.529 -0.228 -1.514
C -0.28003 -0.82180 -3.37325 0.107 0.594 -0.378
C 1.11068 -0.62903 -3.98146 0.732 -0.470 -0.010
O 1.68748 0.59671 -3.52595 -0.897 0.034 -0.157
C 2.80846 1.07118 -4.22439 0.201 0.124 -0.537
H -2.46624 2.71161 -0.06341 0.498 0.152 -0.025
H -1.44337 3.79258 -1.06030 -0.098 -0.120 -0.286
H -0.76509 2.21714 -0.52632 -0.315 0.424 0.297
H -3.52490 0.57978 -1.36282 0.377 0.481 -0.287
H -1.82004 0.26415 -1.17217 0.368 -0.345 -0.062
H -3.30014 0.58116 -3.93264 0.804 -0.096 0.799
H -2.68550 -0.91977 -3.20392 -0.645 -0.215 0.251
H -0.76472 1.12137 -3.75935 -0.050 0.315 0.202
H -0.65285 -1.80669 -3.71054 0.124 0.318 0.309
H -0.23745 -0.76214 -2.28770 0.408 -0.612 0.394
H 1.06047 -0.68866 -5.08513 -0.156 0.456 0.273
H 1.81118 -1.45144 -3.69950 -0.556 0.252 0.100
H 3.05330 2.05886 -3.79346 0.162 -0.668 -0.088
H 2.64096 1.22555 -5.30787 -0.391 -0.051 0.319
H 3.63813 0.35091 -4.18111 0.090 0.268 0.358
O 1.47289 1.42237 -0.56483 -0.172 -0.361 -0.033
H 1.37119 1.48903 -1.52520 0.128 -0.219 0.110
H 1.02281 0.58411 -0.31759 0.112 0.587 -0.056
O -0.16915 -0.58897 0.59222 0.480 -0.522 -1.047
H 0.38975 -1.31274 0.91393 -0.127 -0.041 0.207
H -0.59959 -0.19425 1.34229 -0.422 0.510 0.672
```
Forces are in eV/Å.

Values from the calculation:
- HOMO: -8.1462 eV
- Total charge: 0
- Orbital gap: 8.91 eV
- Energy relative to the best compared isomer or geometry (same formula, charge and spin): 15.18 kcal/mol
- E_tot: -1038.46755 hartree

=====

(5)
Below is a molecular structure, C28H32BrF6N4O6ReS2, with properties calculated with wB97M-V/def2-TZVPD.

XYZ file:
```
80
Properties=species:S:1:pos:R:3:forces:R:3
Re -0.46138 0.47393 1.93447 0.159 -0.231 -0.124
C 4.84397 -0.91119 0.71660 -0.018 0.003 0.005
C 4.60030 -1.58023 1.91049 0.001 0.008 -0.034
C 3.40808 -1.39292 2.58371 -0.004 0.012 0.024
C 2.45272 -0.53768 2.04499 -0.092 -0.029 0.031
C 2.68066 0.13189 0.85201 0.001 -0.030 -0.068
C 3.88709 -0.05459 0.19451 -0.002 0.006 0.008
N 1.19751 -0.34544 2.72999 -0.031 0.059 -0.133
N 1.24962 -0.59311 3.98498 -0.123 -0.029 0.066
C 0.13048 -0.17061 4.66768 0.100 -0.054 -0.081
C 0.03088 -0.34966 6.04050 -0.001 -0.001 0.034
C -1.04955 0.20403 6.69431 0.015 0.004 -0.015
C -1.99901 0.91927 5.96573 -0.009 -0.019 -0.007
C -1.85119 1.04209 4.60382 0.002 0.019 0.075
N -0.80228 0.50004 3.96043 -0.106 0.189 0.102
H 5.77930 -1.05909 0.19465 0.012 -0.005 -0.003
H 5.34242 -2.25382 2.31622 0.002 -0.003 0.007
H 3.20436 -1.91021 3.50876 0.017 -0.008 0.009
H 1.93988 0.79848 0.43529 0.031 -0.010 0.002
H 4.07474 0.47445 -0.72971 0.006 0.005 -0.009
H 0.81002 -0.89478 6.55241 -0.009 -0.007 0.010
H -1.15454 0.09440 7.76449 0.001 -0.010 0.010
H -2.85154 1.37089 6.45125 0.000 0.010 -0.009
H -2.56584 1.57467 3.99125 -0.002 -0.010 0.005
C 1.41297 -2.16045 -5.43059 0.004 -0.006 0.005
C 0.59268 -3.10878 -4.54176 -0.014 -0.001 0.005
C 1.43463 -4.34643 -4.23433 0.001 0.008 -0.010
C -0.67537 -3.54992 -5.29155 0.005 0.010 0.027
C 0.19165 -2.36049 -3.28300 0.023 -0.005 0.068
C 0.49641 -2.81731 -2.00173 -0.045 0.025 -0.035
C 0.16943 -2.07453 -0.89285 0.013 -0.001 0.039
Br 0.57211 -2.89754 0.74678 -0.004 0.127 0.088
C -0.41069 -0.75659 -1.00658 0.167 -0.109 -0.115
O -0.33615 0.12459 -0.07089 -0.072 0.181 0.277
C -0.95083 -0.41495 -2.30793 -0.027 -0.016 -0.150
C -0.57296 -1.18842 -3.37722 -0.049 -0.008 -0.015
C -1.93887 0.72703 -2.58280 0.024 -0.017 0.028
C -2.69238 1.15970 -1.32686 0.077 0.014 0.036
C -1.17692 1.91310 -3.19098 0.032 0.007 0.048
C -3.00878 0.24898 -3.58341 0.033 0.029 0.003
H 1.69562 -2.67565 -6.34931 0.002 -0.002 -0.007
H 2.32567 -1.84252 -4.92403 0.005 0.005 0.004
H 0.84852 -1.26970 -5.70705 -0.004 0.002 -0.010
H 1.71909 -4.82744 -5.17003 0.005 -0.005 -0.004
H 0.88067 -5.07903 -3.64518 -0.004 -0.007 0.002
H 2.35209 -4.08974 -3.70168 0.007 -0.001 0.003
H -0.39288 -4.07303 -6.20571 0.000 -0.008 -0.009
H -1.30229 -2.70321 -5.57138 0.002 0.008 -0.010
H -1.27243 -4.22854 -4.68066 -0.008 -0.004 0.001
H 0.99469 -3.76308 -1.85562 -0.004 -0.010 -0.006
H -0.91399 -0.89029 -4.35742 0.006 -0.003 -0.011
H -2.02245 1.57778 -0.59059 -0.054 0.045 -0.031
H -3.21215 0.31812 -0.86343 -0.005 -0.012 0.001
H -3.43346 1.91463 -1.58967 -0.021 0.003 -0.010
H -0.36600 2.24143 -2.54111 -0.044 -0.028 -0.057
H -1.85601 2.75361 -3.34433 -0.006 0.004 -0.014
H -0.74623 1.64421 -4.15640 0.001 -0.020 -0.015
H -3.46606 -0.68491 -3.25361 -0.016 0.000 0.006
H -2.62326 0.10750 -4.59204 0.010 0.001 -0.007
H -3.79152 1.00507 -3.64581 -0.003 0.016 -0.012
F 2.32909 4.41807 1.40770 -0.045 -0.015 -0.058
C 1.92582 4.56150 2.66022 0.028 -0.006 0.003
F 1.48493 5.78913 2.85242 -0.025 -0.003 0.049
F 2.92975 4.30513 3.47981 -0.018 -0.030 -0.021
S 0.55482 3.34410 3.03306 0.041 0.026 -0.067
O 0.78918 2.27684 2.01864 0.039 -0.030 0.113
O 0.70742 2.97660 4.39964 -0.025 0.066 -0.024
N -0.78239 4.10664 2.72595 0.008 -0.231 -0.145
S -1.72989 3.60682 1.56535 0.006 0.209 0.300
O -1.86754 2.12926 1.59650 0.091 -0.112 -0.392
O -2.95660 4.31281 1.54305 0.035 -0.009 0.105
C -0.85573 4.11323 -0.02687 -0.118 -0.053 0.061
F -0.03504 3.16975 -0.47155 0.012 -0.060 0.107
F -0.15548 5.20636 0.23366 -0.038 0.035 -0.002
F -1.76865 4.37766 -0.93977 -0.020 -0.065 -0.033
C -2.42138 -1.65086 2.78103 -0.025 -0.061 0.023
O -1.71552 -0.95311 1.77611 0.054 0.226 -0.022
H -3.16071 -1.01346 3.27235 -0.008 0.017 -0.012
H -1.74896 -2.06126 3.54038 0.017 0.000 -0.006
H -2.94434 -2.47929 2.30425 0.002 0.004 0.001
```
Forces are in eV/Å.

Values from the calculation:
- HOMO (spin up / spin down): -10.9757 / -10.6198 eV
- Total charge: +1
- 2S+1: 4
- Orbital gap (spin up / spin down): 6.56 / 5.05 eV
- Energy relative to the best compared isomer or geometry (same formula, charge and spin): 22.10 kcal/mol
- Expectation value of S²: 3.80
- E_tot: -5804.21943 hartree

=====

What is the total charge in the third record? 0